# 1
{
  "formula": "C5H12NO",
  "method": "ωB97M-V with the def2-TZVPD basis set",
  "homo_ev": -2.269,
  "charge": -1,
  "gap_ev": 6.095,
  "energy_ha": -327.62184,
  "lumo_ev": 3.83,
  "smiles": "CN[C@H](C)CC[O-]",
  "elements": ["C", "N", "C", "C", "C", "C", "O", "H", "H", "H", "H", "H", "H", "H", "H", "H", "H", "H", "H"],
  "xyz": [[2.4062, 0.4612, 0.9141], [1.1905, 1.1039, 0.3765], [0.0656, 0.1215, 0.2160], [0.5002, -1.1751, -0.5415], [-1.1869, 0.8416, -0.3221], [-2.5814, -0.1721, -0.4337], [-2.3641, -1.4510, -0.6446], [3.1566, 0.0063, 0.2858], [2.2507, -0.3477, 1.6040], [2.9080, 1.1504, 1.5865], [1.2904, 1.4744, -0.5460], [-0.2116, -0.2451, 1.2813], [-0.1041, -1.9857, -0.3373], [1.4256, -1.6528, -0.2004], [0.2101, -1.2571, -1.6443], [-1.5236, 1.5618, 0.3855], [-1.0422, 1.1997, -1.3735], [-3.1534, -0.0603, 0.4904], [-3.2365, 0.4260, -1.0968]],
  "atomic_forces_ev_per_a": [[0.113, 0.906, 0.606], [-0.445, -1.710, 0.758], [-0.490, -1.049, 1.277], [-0.288, 0.656, -1.347], [-0.962, -2.593, -1.188], [1.433, 0.338, 0.767], [0.084, -0.347, -0.962], [0.153, 0.230, -1.045], [-1.181, -0.540, 0.269], [0.388, 0.582, -0.200], [0.707, 0.339, -0.526], [0.480, 0.659, -1.424], [-2.274, -1.300, 1.321], [0.672, 0.916, -0.650], [1.335, 0.944, 0.952], [0.117, 1.175, 0.271], [0.113, 0.099, 0.879], [0.037, 0.644, 1.269], [0.007, 0.048, -1.026]]
}

# 2
{
  "formula": "C20H41IN3O4",
  "method": "ωB97M-V with the def2-TZVPD basis set",
  "homo_ev": -1.893,
  "charge": -1,
  "gap_ev": 4.433,
  "energy_ha": -1549.52245,
  "lumo_ev": 2.54,
  "elements": ["N", "C", "C", "C", "C", "C", "N", "C", "C", "O", "C", "O", "O", "C", "C", "C", "I", "H", "H", "H", "H", "H", "H", "H", "H", "H", "H", "H", "H", "H", "H", "H", "H", "H", "H", "H", "H", "H", "H", "H", "C", "C", "C", "C", "C", "C", "N", "O", "C", "C", "C", "H", "H", "H", "H", "H", "H", "H", "H", "H", "H", "H", "H", "H", "H", "H", "H", "H", "H"],
  "xyz": [[0.7388, -0.5400, 4.6388], [-0.6953, -0.5378, 4.9515], [-1.5361, -0.5277, 3.6797], [-1.0315, -1.4878, 2.5985], [-2.1493, -1.8785, 1.6217], [-1.6985, -2.0873, 0.1781], [-1.0090, -3.3455, -0.1609], [-1.6504, -4.5606, 0.3227], [-1.2978, -5.7834, -0.5096], [-0.1151, -6.4446, -0.0685], [0.3965, -3.3443, 0.0960], [0.8736, -3.5685, 1.1745], [1.1552, -3.1133, -0.9946], [1.5970, -1.7253, -1.0762], [2.6704, -1.3764, -0.0730], [3.8417, -2.3301, -0.0008], [4.8825, -2.5604, -1.8622], [0.9381, 0.1570, 3.9265], [1.2723, -0.2579, 5.4528], [-0.9810, 0.3155, 5.5810], [-0.9140, -1.4524, 5.5139], [-1.5166, 0.4922, 3.2792], [-2.5712, -0.7675, 3.9426], [-0.2378, -0.9945, 2.0305], [-0.5695, -2.3671, 3.0510], [-2.7013, -2.7415, 2.0078], [-2.8717, -1.0542, 1.5925], [-2.5565, -2.0095, -0.4959], [-1.0335, -1.2599, -0.0769], [-1.3977, -4.7625, 1.3772], [-2.7295, -4.3954, 0.2859], [-2.1287, -6.4955, -0.4717], [-1.1494, -5.4623, -1.5436], [0.2073, -6.0116, 0.7291], [0.7558, -1.0403, -0.9672], [1.9644, -1.5909, -2.0916], [2.9741, -0.3514, -0.3127], [2.2320, -1.3418, 0.9305], [3.5446, -3.3252, 0.3174], [4.5983, -1.9558, 0.6829], [1.4718, 5.0226, -1.0341], [0.4607, 3.9113, -0.6957], [-0.9545, 4.4137, -1.0251], [-1.2730, 4.4877, -2.5219], [-0.5008, 3.4416, -3.3407], [-0.0215, 2.2373, -2.5255], [0.8433, 2.7074, -1.4572], [1.3111, 1.6499, -0.6633], [0.8332, 1.3634, -3.4474], [-1.2229, 1.3848, -2.0601], [0.5147, 3.6623, 0.8096], [2.4759, 4.6778, -0.7822], [1.2666, 5.9460, -0.4774], [1.4519, 5.2518, -2.1015], [-1.6739, 3.7497, -0.5405], [-1.1018, 5.3951, -0.5604], [-2.3488, 4.3401, -2.6561], [-1.0593, 5.4874, -2.9100], [-1.1229, 3.0940, -4.1719], [0.3830, 3.9008, -3.7938], [1.7326, 1.9085, -3.7382], [0.2735, 1.0903, -4.3500], [1.1363, 0.4550, -2.9308], [-1.8025, 1.0288, -2.9188], [-1.8983, 1.9386, -1.4073], [-0.8510, 0.5220, -1.5067], [0.2555, 4.5900, 1.3355], [1.5087, 3.3443, 1.1141], [-0.1889, 2.8821, 1.1006]],
  "atomic_forces_ev_per_a": [[-0.017, 0.255, 0.009], [0.110, -0.154, 0.001], [0.287, 0.077, 0.062], [-0.056, -0.043, -0.081], [0.059, 0.193, 0.180], [0.036, -0.017, -0.193], [0.216, -0.313, -0.016], [-0.156, 0.159, 0.237], [0.037, 0.055, 0.103], [0.018, 0.025, -0.029], [-0.178, 0.202, -0.203], [0.138, -0.446, 0.232], [-0.275, 0.408, 0.140], [0.288, 0.269, -0.250], [-0.111, 0.239, 0.046], [-0.009, 0.097, 0.217], [0.012, -0.051, -0.050], [-0.019, -0.046, -0.022], [0.007, -0.097, -0.003], [-0.103, -0.060, 0.003], [0.029, 0.035, 0.025], [-0.210, -0.054, -0.083], [0.008, 0.072, 0.008], [0.048, -0.032, 0.071], [-0.050, -0.010, -0.030], [-0.006, 0.004, -0.074], [0.009, -0.019, -0.071], [-0.024, -0.047, 0.056], [-0.077, -0.019, -0.093], [-0.112, -0.010, -0.009], [0.025, 0.009, -0.090], [0.043, -0.024, -0.001], [-0.053, -0.086, -0.009], [0.025, 0.026, -0.041], [0.052, 0.027, 0.057], [0.029, -0.241, -0.011], [-0.038, -0.006, 0.028], [0.052, 0.002, 0.004], [-0.030, -0.032, -0.168], [0.005, -0.002, -0.017], [0.027, 0.038, 0.035], [-0.145, 0.098, 0.005], [-0.136, -0.031, -0.013], [-0.013, -0.052, 0.005], [-0.021, 0.135, -0.039], [-0.196, 0.025, 0.013], [0.481, -0.009, -0.127], [-0.122, -0.408, 0.084], [-0.065, -0.079, -0.111], [-0.055, -0.027, -0.010], [-0.015, 0.087, 0.102], [-0.003, -0.032, -0.043], [-0.015, -0.018, 0.022], [-0.001, -0.024, -0.002], [0.048, -0.028, 0.033], [0.026, 0.009, -0.011], [-0.005, 0.023, 0.002], [0.040, -0.008, 0.001], [0.026, -0.063, 0.008], [0.039, 0.005, 0.083], [0.003, 0.010, 0.029], [-0.014, -0.002, 0.022], [0.034, 0.051, 0.041], [0.033, -0.013, -0.010], [-0.006, -0.004, 0.002], [0.042, 0.082, 0.036], [-0.026, -0.003, -0.030], [-0.003, -0.056, -0.032], [0.035, -0.051, -0.030]]
}

# 3
{
  "formula": "C4H4NO",
  "method": "ωB97M-V with the def2-TZVPD basis set",
  "homo_ev": -16.571,
  "charge": 1,
  "gap_ev": 7.428,
  "energy_ha": -284.29628,
  "lumo_ev": -9.14,
  "elements": ["C", "C", "C", "C", "N", "O", "H", "H", "H", "H"],
  "xyz": [[-2.2234, 1.0223, 0.0055], [-1.7686, -0.9054, 0.0062], [-1.0600, 0.2875, 0.0046], [0.3725, 0.5405, 0.0084], [-3.4066, 0.6205, -0.0083], [-3.2295, -0.6793, 0.0021], [-1.4073, -1.9188, -0.0033], [0.6323, 1.2527, 0.7942], [0.6768, 0.9624, -0.9527], [0.9395, -0.3774, 0.1602]],
  "atomic_forces_ev_per_a": [[-2.289, -1.630, -0.010], [-2.063, 1.090, -0.049], [-0.254, -0.683, 0.035], [1.040, 0.325, -0.130], [0.544, 3.682, 0.007], [3.291, -2.513, 0.005], [-0.101, -0.187, 0.053], [-0.009, -0.103, -0.026], [-0.025, 0.000, 0.065], [-0.134, 0.018, 0.049]]
}

# 4
{
  "formula": "C7H12N3O2",
  "method": "ωB97M-V with the def2-TZVPD basis set",
  "homo_ev": -13.114,
  "charge": 1,
  "gap_ev": 10.229,
  "energy_ha": -588.40594,
  "lumo_ev": -2.89,
  "elements": ["C", "C", "C", "C", "C", "C", "C", "N", "N", "N", "O", "O", "H", "H", "H", "H", "H", "H", "H", "H", "H", "H", "H", "H"],
  "xyz": [[1.4303, -0.2506, -0.4663], [-2.4498, 0.1358, 0.2306], [-2.4627, -0.9402, 0.8215], [-2.2684, 1.5215, -0.2048], [3.3758, 0.1126, 0.7254], [2.2101, 0.9944, 1.2809], [-2.8095, -2.2386, 1.4020], [2.6844, -0.7193, -0.2158], [1.2185, 0.8721, 0.1293], [-3.4228, 1.9883, -0.7090], [-1.1933, 2.1167, -0.0817], [0.5720, -0.7224, -1.3073], [4.1108, 0.8115, 0.2731], [3.9496, -0.4869, 1.4406], [1.8316, 0.6139, 2.2812], [2.5149, 2.0568, 1.4623], [-2.0318, -2.3780, 2.1531], [-3.7995, -2.0252, 1.9038], [-2.9560, -3.1870, 0.8245], [3.0531, -1.5936, -0.5812], [0.3006, 1.4744, 0.1528], [-4.1417, 1.2944, -1.0057], [-3.5120, 2.9302, -1.2436], [0.7397, -1.4978, -1.9016]],
  "atomic_forces_ev_per_a": [[2.167, -0.499, -0.882], [0.856, -1.753, 1.637], [-0.785, 1.292, -2.560], [0.142, -0.814, 0.036], [0.663, 1.492, 0.718], [0.266, 0.109, 0.405], [-0.813, 0.351, 1.173], [-1.223, -1.117, -0.881], [-0.859, 2.080, 2.976], [-1.271, 2.003, -2.307], [-0.799, 0.178, -0.186], [-0.990, -0.922, -1.060], [-0.372, -0.617, -0.299], [-0.523, 0.188, 0.128], [-0.081, 0.234, -1.429], [-0.319, -0.993, -0.493], [-0.323, -0.598, 0.319], [1.059, -0.533, -0.171], [0.467, 1.314, -0.156], [-0.267, 0.446, 0.153], [0.869, -1.424, -0.455], [0.992, 0.866, 0.705], [0.657, -2.236, 1.560], [0.490, 0.954, 1.068]]
}

# 5
{
  "formula": "C23H68NO8P2S8",
  "method": "ωB97M-V with the def2-TZVPD basis set",
  "homo_ev": -9.614,
  "charge": 1,
  "gap_ev": 6.665,
  "energy_ha": -5441.49742,
  "lumo_ev": -2.95,
  "elements": ["C", "P", "C", "P", "C", "C", "C", "C", "C", "N", "H", "H", "H", "H", "H", "H", "H", "H", "H", "H", "H", "H", "H", "H", "H", "H", "H", "H", "H", "H", "C", "S", "O", "C", "H", "H", "H", "H", "H", "H", "C", "S", "O", "C", "H", "H", "H", "H", "H", "H", "C", "S", "O", "C", "H", "H", "H", "H", "H", "H", "C", "S", "O", "C", "H", "H", "H", "H", "H", "H", "C", "S", "O", "C", "H", "H", "H", "H", "H", "H", "C", "S", "O", "C", "H", "H", "H", "H", "H", "H", "C", "S", "O", "C", "H", "H", "H", "H", "H", "H", "C", "S", "O", "C", "H", "H", "H", "H", "H", "H"],
  "xyz": [[1.6983, -6.2552, -1.7877], [0.4279, -6.7608, -3.0194], [0.9861, -6.0304, -4.6032], [-1.3906, -5.7239, -2.4468], [-2.2153, -4.7806, -3.7551], [-1.3989, -3.5705, -4.2569], [-0.5522, -2.9068, -3.1930], [0.2351, -1.7109, -3.7415], [1.4391, -2.1531, -4.5757], [2.5958, -2.3218, -3.6868], [2.5725, -5.9357, -2.3410], [1.9438, -7.1036, -1.1665], [1.3843, -5.4224, -1.1704], [0.1847, -6.0242, -5.3307], [1.3894, -5.0286, -4.5063], [1.7912, -6.6724, -4.9352], [-1.2041, -4.8710, -1.3524], [-2.2853, -6.7136, -2.0399], [-2.5246, -5.4426, -4.5543], [-3.1366, -4.4196, -3.3039], [-2.1271, -2.8408, -4.5903], [-0.8193, -3.8648, -5.1234], [0.1852, -3.5947, -2.7722], [-1.2021, -2.5342, -2.4052], [-0.4278, -1.0616, -4.3049], [0.6128, -1.1294, -2.9124], [1.1904, -3.0820, -5.0912], [1.6858, -1.3712, -5.2829], [2.3770, -2.9770, -2.9410], [3.3882, -2.7134, -4.1874], [1.0644, 3.4954, -2.9213], [1.3260, 1.7199, -2.8311], [0.0693, 1.1299, -2.2733], [2.5163, 1.7459, -1.4955], [0.3066, 3.6864, -3.6784], [0.7234, 3.8636, -1.9534], [1.9969, 3.9811, -3.2067], [2.0654, 2.2154, -0.6214], [3.4055, 2.2945, -1.8062], [2.7815, 0.7177, -1.2560], [1.7886, -1.5674, -8.5117], [3.3104, -1.8966, -7.6101], [3.8038, -0.5945, -7.0997], [4.2924, -2.3163, -9.0555], [1.0390, -1.2395, -7.7937], [1.9633, -0.7806, -9.2448], [1.4525, -2.4809, -9.0031], [4.2926, -1.4775, -9.7507], [3.8797, -3.2075, -9.5286], [5.3078, -2.5164, -8.7208], [1.7853, -1.4113, 3.2808], [1.4314, -0.5884, 1.7282], [2.7163, -0.5057, 0.9707], [1.1100, 1.0289, 2.4204], [2.0504, -2.4450, 3.0637], [2.6203, -0.9157, 3.7771], [0.8967, -1.3824, 3.9125], [1.9827, 1.3758, 2.9746], [0.2371, 0.9787, 3.0724], [0.9042, 1.7045, 1.5936], [-4.0472, 2.1879, 1.6282], [-2.3136, 2.0509, 1.1752], [-1.5545, 2.9098, 2.1267], [-2.4431, 2.9641, -0.3646], [-4.1762, 1.7105, 2.5973], [-4.3252, 3.2410, 1.6951], [-4.6552, 1.6745, 0.8834], [-2.8293, 3.9640, -0.1624], [-3.1003, 2.4266, -1.0474], [-1.4470, 3.0246, -0.7978], [-1.1036, 4.5483, 4.7405], [-0.4259, 6.1922, 4.9535], [-0.0988, 6.3569, 6.3963], [-1.9883, 7.0240, 4.6521], [-0.3075, 3.8247, 4.9082], [-1.9056, 4.3984, 5.4651], [-1.4798, 4.4382, 3.7268], [-2.7337, 6.6781, 5.3676], [-2.3179, 6.8106, 3.6347], [-1.8354, 8.0952, 4.7713], [-0.3229, 0.0536, 7.6961], [-1.5455, -0.3008, 6.4293], [-0.8152, -0.3523, 5.1295], [-2.3580, 1.2979, 6.5005], [0.3297, -0.8125, 7.7818], [0.2584, 0.9292, 7.4074], [-0.8283, 0.2256, 8.6459], [-1.6322, 2.0839, 6.2965], [-2.8025, 1.4320, 7.4863], [-3.1381, 1.3108, 5.7423], [-6.6527, 7.3841, 0.9581], [-4.8879, 7.0547, 1.0333], [-4.6325, 6.3419, 2.3155], [-4.3863, 8.7631, 1.2731], [-7.1660, 6.4308, 0.8538], [-6.9708, 7.8757, 1.8771], [-6.8663, 8.0116, 0.0931], [-4.8612, 9.1593, 2.1704], [-4.6684, 9.3487, 0.3985], [-3.3048, 8.7800, 1.3904], [2.9745, -5.3313, 4.7014], [4.7082, -5.8082, 4.6339], [4.9847, -6.5955, 5.8600], [5.3612, -4.1553, 4.9065], [2.3742, -6.2326, 4.5971], [2.7594, -4.8583, 5.6596], [2.7549, -4.6479, 3.8808], [4.9835, -3.7659, 5.8518], [5.0695, -3.5079, 4.0789], [6.4455, -4.2300, 4.9468]],
  "atomic_forces_ev_per_a": [[-0.426, 0.354, -0.181], [0.319, -1.263, -0.184], [-0.147, 0.619, 0.472], [0.170, 0.499, -0.394], [-0.022, 0.452, 0.200], [-0.283, -0.388, 0.150], [0.240, 0.681, -0.340], [0.209, -0.483, -0.106], [0.001, 0.209, 0.796], [-0.028, -0.314, -0.112], [0.255, -0.004, -0.104], [0.061, -0.154, 0.152], [-0.015, 0.168, 0.204], [-0.080, -0.177, -0.213], [0.014, 0.206, 0.062], [0.078, -0.301, -0.180], [-0.160, -0.127, 0.095], [-0.008, 0.035, 0.163], [0.082, -0.299, -0.158], [-0.190, -0.040, 0.217], [-0.123, 0.159, -0.262], [0.214, -0.002, -0.109], [-0.004, -0.250, 0.236], [-0.058, -0.142, 0.353], [-0.134, 0.098, -0.112], [-0.035, 0.259, 0.169], [-0.025, 0.009, -0.534], [0.108, 0.009, -0.285], [0.047, 0.114, 0.046], [-0.008, 0.169, -0.011], [-0.020, 0.046, 0.022], [0.103, 0.006, -0.039], [-0.118, 0.113, 0.107], [0.066, -0.008, 0.047], [0.001, -0.045, -0.014], [0.023, -0.036, 0.022], [0.008, -0.009, -0.012], [-0.036, 0.004, -0.012], [-0.013, -0.011, -0.055], [-0.039, -0.008, 0.022], [-0.067, -0.015, -0.044], [0.004, -0.093, -0.089], [-0.041, 0.001, 0.027], [0.040, -0.005, -0.061], [0.028, 0.004, 0.032], [0.039, 0.017, 0.023], [0.007, -0.002, 0.007], [-0.014, 0.031, 0.033], [-0.002, -0.004, 0.019], [-0.006, 0.009, 0.043], [0.006, -0.057, 0.181], [-0.077, -0.043, -0.005], [0.026, -0.029, -0.016], [-0.019, 0.068, 0.077], [0.007, 0.023, -0.100], [0.015, 0.041, -0.056], [-0.036, 0.066, -0.001], [0.050, -0.073, -0.031], [-0.008, -0.028, -0.018], [-0.045, -0.006, -0.002], [-0.078, 0.090, 0.017], [-0.063, -0.082, -0.089], [0.013, 0.030, -0.052], [0.000, 0.125, -0.032], [0.043, -0.021, 0.003], [0.056, 0.018, 0.017], [0.011, -0.021, -0.003], [-0.013, -0.021, 0.074], [0.028, -0.030, -0.012], [0.006, -0.113, -0.001], [0.005, -0.091, 0.062], [-0.045, -0.012, 0.043], [-0.052, -0.019, -0.036], [-0.074, 0.177, -0.069], [0.037, 0.032, -0.016], [0.024, 0.066, 0.035], [0.012, -0.058, -0.059], [0.032, -0.030, 0.023], [-0.042, -0.035, 0.020], [0.068, -0.011, 0.034], [0.058, 0.021, 0.031], [-0.028, 0.044, 0.089], [0.081, -0.001, -0.105], [-0.026, 0.056, -0.002], [-0.026, -0.027, -0.022], [-0.030, 0.001, -0.041], [-0.010, -0.014, 0.002], [0.034, -0.028, -0.012], [-0.008, -0.016, 0.002], [0.008, -0.036, -0.015], [-0.065, 0.032, 0.013], [-0.012, 0.036, -0.041], [0.026, -0.044, -0.005], [0.010, 0.063, 0.024], [0.035, -0.025, -0.002], [0.043, -0.012, 0.020], [0.011, -0.010, -0.012], [-0.014, -0.046, 0.012], [0.009, -0.012, -0.013], [0.007, -0.042, -0.011], [-0.119, 0.068, -0.006], [0.023, -0.004, 0.011], [-0.025, 0.024, -0.015], [-0.008, 0.093, -0.003], [0.051, -0.042, 0.003], [0.055, -0.014, 0.017], [0.015, -0.003, -0.010], [-0.012, -0.049, 0.013], [0.011, -0.010, -0.012], [0.005, -0.046, -0.008]]
}